Record 1
Below is a structure of composition C19H28NOsPTe, with properties calculated with wB97M-V/def2-TZVPD.

XYZ file:
```
51
Properties=species:S:1:pos:R:3:lowdin_spin:R:1
C 0.52 3.26 -3.13 0.05
C -0.75 2.79 -2.84 0.00
C -0.96 1.68 -2.02 0.06
C 0.15 1.03 -1.46 0.12
C 1.45 1.49 -1.76 0.07
C 1.63 2.62 -2.56 0.00
C -2.37 1.27 -1.73 0.01
C -2.61 -0.20 -1.35 0.09
N -2.37 -1.15 -2.37 0.60
Os -0.09 -0.34 0.08 1.52
C 2.62 0.79 -1.13 0.02
P 1.98 -0.81 -0.43 0.10
H -1.63 3.30 -3.24 0.00
H 2.64 2.98 -2.73 0.00
H 0.66 4.12 -3.79 0.00
H 3.05 1.38 -0.30 0.00
H 3.43 0.61 -1.84 0.00
H -2.76 1.87 -0.90 0.00
H -3.01 1.50 -2.59 0.00
H -2.11 -0.51 -0.38 0.05
C 3.25 -1.29 0.76 0.01
C 2.29 -1.95 -1.83 0.03
H -3.67 -0.33 -1.06 0.02
C -1.47 -1.00 -3.47 0.07
C -2.94 -2.46 -2.21 0.07
H 0.80 0.60 1.27 0.05
H -1.81 -1.70 -4.25 0.01
H -1.44 0.03 -3.88 0.01
H -0.44 -1.31 -3.19 0.04
H -3.11 -2.89 -3.21 0.01
H -2.25 -3.13 -1.66 0.04
H -3.89 -2.39 -1.66 0.01
H 3.36 -2.10 -1.96 0.00
H 1.82 -2.91 -1.58 0.00
H 1.85 -1.56 -2.76 0.00
H 4.26 -1.18 0.33 0.00
H 3.15 -0.67 1.66 0.00
H 3.07 -2.34 1.02 0.00
H -0.48 -1.97 0.14 0.10
Te -0.82 1.03 2.05 0.62
C -0.38 0.36 4.06 0.10
C -1.45 0.43 4.97 0.03
C -1.19 0.26 6.34 0.00
C 0.12 0.01 6.77 0.02
C 1.18 -0.06 5.86 0.00
C 0.94 0.12 4.48 0.03
H -2.46 0.63 4.59 0.00
H -1.99 0.32 7.08 0.00
H 0.30 -0.12 7.84 0.00
H 2.19 -0.24 6.22 0.00
H 1.74 0.11 3.75 0.00
```

HOMO (spin up / spin down) = -13.4 / -14.5 eV
total charge = +2
multiplicity = 5
⟨S²⟩ = 6.043
LUMO (spin up / spin down) = -6.7 / -9.4 eV

=====

Record 2
Below is a cluster of 2 separate species, C15H15F3N2O in total, with properties calculated with wB97M-V/def2-TZVPD.

XYZ file:
```
36
Properties=species:S:1:pos:R:3:nbo_charge:R:1
C -1.12 1.14 -2.93 -0.43
N -1.38 0.29 -1.77 -0.28
C -2.21 -0.90 -1.98 -0.43
C -0.89 0.60 -0.60 0.28
C -1.10 -0.16 0.62 -0.15
C -0.81 -1.54 0.69 -0.11
C -1.04 -2.25 1.85 -0.19
C -1.52 -1.58 2.98 -0.13
C -1.76 -2.36 4.24 0.98
F -1.64 -1.58 5.36 -0.32
F -3.03 -2.89 4.25 -0.33
F -0.89 -3.40 4.38 -0.32
C -1.80 -0.22 2.95 -0.17
C -1.56 0.49 1.78 -0.15
H -1.51 0.62 -3.81 0.21
H -1.62 2.11 -2.83 0.23
H -0.04 1.31 -3.03 0.28
H -2.72 -0.76 -2.93 0.22
H -1.61 -1.81 -2.02 0.22
H -2.96 -1.00 -1.18 0.23
H -0.33 1.54 -0.55 0.31
H -0.37 -2.04 -0.18 0.22
H -0.84 -3.32 1.90 0.24
H -2.19 0.28 3.83 0.24
H -1.74 1.57 1.74 0.24
N 1.82 0.92 -1.34 -0.63
C 2.08 2.12 -0.71 0.56
O 1.12 2.80 -0.27 -0.77
C 3.46 2.57 -0.56 -0.34
C 4.49 1.81 -1.05 -0.17
C 4.19 0.59 -1.68 -0.38
C 2.84 0.20 -1.78 0.05
H 3.58 3.52 -0.06 0.21
H 5.52 2.16 -0.95 0.21
H 4.96 -0.06 -2.09 0.20
H 2.60 -0.75 -2.26 0.16
```

HOMO = -6.5 eV
ΔE to the lowest compared entry with this formula, charge and spin = 142.1 kJ/mol
LUMO = -1.1 eV

=====

Record 3
Below is the molecule C4H6O, with properties calculated with wB97M-V/def2-TZVPD.

XYZ file:
```
11
Properties=species:S:1:pos:R:3:nbo_charge:R:1
C 2.59 -0.23 0.02 -0.70
C 1.14 0.08 0.07 -0.01
C -0.02 0.40 -0.15 -0.07
C -1.46 0.58 0.03 -0.12
H 2.94 -0.76 1.08 0.25
H 2.91 -0.84 -0.99 0.25
H 3.09 0.94 -0.13 0.25
H -1.89 1.15 -0.88 0.18
H -1.60 1.16 0.94 0.21
H -1.98 -1.21 -0.73 0.47
O -2.12 -0.68 0.11 -0.71
```

HOMO = -9.6 eV
ΔE to the lowest compared entry with this formula, charge and spin = 250.0 kJ/mol
structure (SMILES) = CC#CCO
LUMO = 0.8 eV

=====

Record 4
Below is a structure of composition CH2HgO4, with properties calculated with wB97M-V/def2-TZVPD.

XYZ file:
```
8
Properties=species:S:1:pos:R:3:lowdin_spin:R:1
O 3.38 -0.64 -0.25 0.00
C 2.25 -0.06 -0.24 0.01
O 1.21 0.03 0.37 0.15
O 3.00 0.99 -0.05 0.01
Hg -1.05 0.94 0.89 0.64
O -2.64 -0.21 -0.11 0.18
H -2.83 -1.13 0.11 0.01
H -3.32 0.08 -0.72 0.01
```

HOMO (spin up / spin down) = -14.0 / -16.1 eV
total charge = +1
multiplicity = 2
⟨S²⟩ = 0.751
LUMO (spin up / spin down) = -6.7 / -7.2 eV

=====

Record 5
Below is a structure of composition C53H81N5O7, with properties calculated with wB97M-V/def2-TZVPD.

XYZ file:
```
146
Properties=species:S:1:pos:R:3:lowdin_charge:R:1
C 2.76 1.11 -1.75 -0.29
C 4.16 1.29 -1.31 -0.15
C 4.24 2.78 -1.04 -0.15
O 3.48 3.30 -2.15 -0.13
C 2.60 2.31 -2.68 -0.13
H 2.12 1.16 -0.87 0.03
H 2.58 0.12 -2.17 0.01
H 4.80 1.00 -2.14 0.13
H 4.52 0.76 -0.43 0.11
H 5.28 3.12 -1.02 0.12
H 3.73 3.08 -0.13 0.11
H 2.76 2.22 -3.76 0.12
H 1.59 2.67 -2.51 0.10
C -1.48 -0.57 2.81 -0.14
C -1.76 0.55 3.92 -0.14
C -1.44 -0.16 5.16 -0.24
O -1.98 -1.40 4.97 -0.09
C -2.25 -1.66 3.63 -0.16
H -0.40 -0.67 2.74 0.10
H -1.85 -0.37 1.81 0.04
H -2.80 0.86 3.85 0.12
H -1.09 1.41 3.89 0.05
H -1.99 0.20 6.03 0.13
H -0.36 -0.14 5.32 0.12
H -3.32 -1.51 3.47 0.11
H -1.90 -2.65 3.33 0.07
C -1.79 1.63 -2.19 -0.24
C -3.16 1.10 -2.57 -0.13
C -3.83 2.37 -3.08 -0.14
O -2.76 2.90 -3.94 -0.12
C -1.52 2.54 -3.32 -0.15
H -1.24 0.70 -2.04 0.13
H -2.03 2.11 -1.25 0.03
H -3.82 0.70 -1.80 0.09
H -3.15 0.34 -3.35 0.13
H -4.08 3.11 -2.32 0.11
H -4.78 2.15 -3.58 0.12
H -1.01 3.47 -3.04 0.13
H -1.04 1.90 -4.06 0.12
C -0.25 4.76 1.29 -0.09
C -1.18 4.22 2.42 -0.10
C -0.98 2.71 2.47 -0.15
O -0.32 2.42 1.23 -0.32
C 0.62 3.55 1.04 -0.08
H 0.34 5.67 1.46 0.13
H -0.89 4.88 0.42 0.10
H -2.19 4.50 2.12 0.05
H -1.00 4.61 3.42 0.13
H -1.93 2.18 2.46 0.11
H -0.51 2.30 3.36 0.07
H 0.81 3.73 -0.02 0.15
H 1.51 3.47 1.66 0.15
C -4.25 -1.55 -0.46 -0.12
C -4.50 -0.23 0.19 -0.13
C -3.71 -0.34 1.50 -0.21
O -2.80 -1.37 1.23 -0.23
C -2.79 -1.82 -0.06 -0.17
H -4.58 -1.64 -1.49 0.11
H -4.84 -2.31 0.04 0.12
H -5.57 -0.06 0.24 0.13
H -3.90 0.54 -0.30 0.09
H -4.37 -0.66 2.30 0.13
H -3.11 0.53 1.74 0.04
H -2.33 -2.80 -0.23 0.15
H -2.19 -1.12 -0.63 0.10
C 1.33 -1.31 -4.31 -0.13
C 2.75 -1.87 -4.15 -0.11
C 3.49 -0.67 -3.50 -0.18
O 2.87 0.47 -4.11 -0.20
C 1.62 0.14 -4.78 -0.12
H 0.80 -1.40 -3.36 0.09
H 0.70 -1.70 -5.11 0.11
H 3.24 -2.12 -5.09 0.13
H 2.68 -2.75 -3.51 0.04
H 4.56 -0.75 -3.68 0.14
H 3.29 -0.73 -2.43 0.03
H 1.73 0.22 -5.86 0.12
H 0.83 0.84 -4.50 0.10
C -3.48 4.01 0.61 -0.10
C -4.15 3.66 1.91 -0.15
C -4.61 2.20 1.76 -0.08
O -3.43 1.68 1.07 -0.34
C -2.83 2.65 0.25 -0.18
H -2.71 4.78 0.63 0.09
H -4.30 4.23 -0.08 0.12
H -4.95 4.35 2.18 0.13
H -3.45 3.67 2.74 0.10
H -5.58 2.04 1.29 0.13
H -4.63 1.68 2.72 0.13
H -2.86 2.37 -0.80 0.07
H -1.80 2.54 0.57 0.08
N 3.22 -0.29 1.20 0.05
C 2.25 0.51 0.69 -0.12
C 1.35 1.20 1.54 -0.03
C 1.49 1.15 2.90 -0.02
C 2.49 0.27 3.46 -0.01
C 3.32 -0.41 2.57 -0.15
H 1.99 0.45 -0.35 0.01
H 0.56 1.78 1.07 -0.12
H 0.99 1.81 3.59 0.10
H 2.54 0.19 4.54 0.10
H 4.16 -1.01 2.88 0.11
N 0.53 1.26 -1.40 0.07
C 0.94 -0.06 -1.50 -0.16
C 0.44 -1.06 -0.73 0.02
C -0.58 -0.78 0.19 -0.06
C -1.02 0.51 0.26 -0.03
C -0.49 1.48 -0.55 -0.23
H 1.69 -0.16 -2.27 0.06
H 0.85 -2.05 -0.88 -0.13
H -0.85 -1.62 0.82 0.05
H -1.76 0.80 1.01 0.11
H -0.83 2.50 -0.50 0.12
N 4.93 -1.60 -1.42 0.11
C 3.64 -1.49 -1.05 -0.17
C 2.72 -2.39 -1.49 -0.09
C 3.07 -3.55 -2.18 -0.09
C 4.41 -3.71 -2.54 -0.04
C 5.27 -2.68 -2.17 -0.12
H 3.35 -0.57 -0.57 0.06
H 1.69 -2.25 -1.21 -0.05
H 2.30 -4.18 -2.59 0.10
H 4.71 -4.54 -3.16 0.11
H 6.29 -2.67 -2.51 0.10
N 0.96 -3.14 -1.07 -0.03
C 1.29 -3.61 0.21 0.00
C 1.18 -4.99 0.59 0.05
C 0.78 -5.84 -0.52 -0.04
C 0.53 -5.38 -1.79 -0.11
C 0.55 -4.08 -2.03 -0.09
H 1.54 -2.86 0.94 0.04
H 1.25 -5.34 1.61 0.08
H 0.62 -6.88 -0.28 0.10
H 0.24 -6.08 -2.56 0.12
H 0.28 -3.65 -2.98 0.14
N -0.58 -3.18 2.82 0.09
C 0.01 -2.20 2.15 -0.21
C 1.34 -1.94 2.08 -0.14
C 2.19 -2.90 2.65 -0.04
C 1.61 -3.97 3.35 -0.08
C 0.27 -3.98 3.52 -0.10
H -0.66 -1.53 1.62 0.01
H 1.62 -1.17 1.38 0.09
H 3.25 -2.78 2.55 0.12
H 2.29 -4.68 3.79 0.12
H -0.19 -4.83 4.00 0.12
```

HOMO = -7.5 eV
ΔE to the lowest compared entry with this formula, charge and spin = 4969.9 kJ/mol
LUMO = 0.2 eV

=====

Record 6
Below is a structure of composition C30H53BrN4P2Ru, with properties calculated with wB97M-V/def2-TZVPD.

XYZ file:
```
91
Properties=species:S:1:pos:R:3:lowdin_spin:R:1
N 6.35 1.53 4.65 0.76
C 5.26 2.12 5.17 0.08
C 4.06 1.43 5.34 0.08
C 4.00 0.06 4.98 0.00
C 5.15 -0.52 4.41 0.08
C 6.32 0.25 4.31 0.08
C 2.76 -0.68 5.07 0.17
Ru -0.86 -0.60 0.77 1.20
P -3.30 -0.75 -2.98 0.57
C 2.60 -1.96 4.58 -0.07
C 1.37 -2.33 3.93 0.14
C 1.33 -3.33 2.90 -0.01
C 0.34 -3.26 1.92 0.10
C -0.46 -2.09 1.97 0.18
C -0.79 -1.52 3.23 0.08
C 0.16 -1.66 4.24 0.00
Br -3.33 -0.53 0.27 0.00
H 1.88 -0.09 5.39 0.01
H 3.43 -2.69 4.54 0.00
H 3.20 1.94 5.77 0.01
H 5.14 -1.56 4.07 0.01
H 5.35 3.17 5.46 0.01
H 7.24 -0.22 3.94 0.02
H 2.13 -4.08 2.90 0.00
H 0.03 -1.20 5.22 0.00
H 0.12 -4.02 1.17 0.00
H -1.76 -1.02 3.38 0.00
P 0.91 -0.69 -0.58 -0.02
C -5.07 -0.28 -2.89 0.06
C -6.07 -1.41 -2.63 0.01
H -5.30 0.31 -3.81 0.01
H -5.10 0.41 -2.03 0.01
H -6.96 -0.98 -2.14 0.00
H -6.41 -1.90 -3.55 0.00
H -5.66 -2.16 -1.94 0.00
C -3.22 -2.60 -2.90 0.06
C -3.78 -3.18 -4.19 0.03
H -3.80 -2.91 -2.01 0.00
H -2.18 -2.92 -2.72 0.00
H -3.55 -4.25 -4.24 0.01
H -4.87 -3.09 -4.24 0.00
H -3.34 -2.69 -5.07 0.00
C -2.50 -0.15 -4.52 0.09
C -3.42 0.28 -5.66 0.02
H -1.78 -0.90 -4.86 0.00
H -1.90 0.73 -4.20 0.01
H -2.82 0.58 -6.52 0.00
H -4.08 -0.53 -5.98 0.00
H -4.03 1.14 -5.36 0.00
C 1.45 0.77 -1.60 0.00
C 0.84 1.03 -2.98 0.00
H 2.54 0.67 -1.70 0.00
H 1.28 1.66 -0.96 0.00
H 1.43 1.80 -3.49 0.00
H 0.84 0.15 -3.63 0.00
H -0.18 1.39 -2.91 0.00
C 0.77 -2.04 -1.81 0.00
C 1.33 -3.45 -1.59 0.00
H 1.23 -1.62 -2.71 0.00
H -0.31 -2.12 -1.99 0.00
H 1.11 -4.05 -2.48 0.00
H 2.42 -3.46 -1.47 0.00
H 0.89 -3.96 -0.73 0.00
C 2.29 -0.92 0.64 -0.02
C 3.48 0.05 0.60 0.00
H 2.60 -1.95 0.47 0.00
H 1.87 -0.93 1.66 0.00
H 4.18 -0.18 -0.23 0.00
H 3.17 1.09 0.49 0.00
H 4.06 -0.06 1.52 0.00
C -1.77 3.55 -1.61 0.00
N -1.10 3.64 -0.32 0.02
C -1.27 4.91 0.35 0.00
C -0.68 2.51 0.34 0.01
N -1.16 1.34 -0.05 0.07
N 0.27 2.58 1.32 0.02
C 1.21 3.69 1.41 0.00
C 0.41 1.46 2.25 0.05
H -1.87 4.57 -1.98 0.00
H -2.78 3.11 -1.55 0.00
H -1.18 2.98 -2.32 0.00
H -1.50 4.80 1.42 0.00
H -0.38 5.54 0.23 0.00
H -2.11 5.43 -0.12 0.00
H -1.95 1.43 -0.66 0.01
H 0.85 4.47 2.10 0.00
H 2.17 3.32 1.77 0.00
H 1.39 4.12 0.41 0.00
H -0.41 1.47 2.98 0.00
H 0.35 0.49 1.66 0.01
H 1.40 1.48 2.73 0.00
```

HOMO (spin up / spin down) = -18.5 / -19.2 eV
total charge = +4
ΔE to the lowest compared entry with this formula, charge and spin = 0.1 kJ/mol
multiplicity = 5
⟨S²⟩ = 6.218
LUMO (spin up / spin down) = -12.8 / -14.3 eV

=====

Record 7
Below is the molecule C5H10BClFNO3, with properties calculated with wB97M-V/def2-TZVPD.

XYZ file:
```
22
Properties=species:S:1:pos:R:3:nbo_charge:R:1
N 2.26 -2.27 -0.58 -1.05
B 2.52 -0.89 -0.46 0.98
O 3.69 -0.45 0.12 -0.90
C 1.50 0.22 -1.03 0.17
F 0.75 -0.27 -2.09 -0.37
O 0.59 0.52 0.01 -0.55
C -0.16 1.65 -0.18 0.81
O 0.22 2.58 -0.85 -0.56
C -1.48 1.63 0.55 -0.52
C -1.86 0.29 1.17 -0.42
C -2.28 -0.73 0.13 -0.36
Cl -4.00 -0.50 -0.31 -0.08
H 2.67 -2.80 0.17 0.39
H 1.29 -2.53 -0.71 0.40
H 3.54 0.13 0.86 0.50
H 2.01 1.12 -1.36 0.18
H -1.40 2.37 1.34 0.25
H -2.24 1.97 -0.14 0.25
H -1.05 -0.10 1.77 0.22
H -2.69 0.45 1.86 0.22
H -1.67 -0.67 -0.77 0.22
H -2.20 -1.74 0.51 0.21
```

HOMO = -10.7 eV
structure (SMILES) = NB(O)[C@@H](F)OC(=O)CCCCl
LUMO = 0.3 eV

=====

Record 8
Below is the molecule C3H4N2, with properties calculated with wB97M-V/def2-TZVPD.

XYZ file:
```
9
Properties=species:S:1:pos:R:3:nbo_charge:R:1
C 0.30 1.05 0.02 -0.39
C 1.14 0.04 0.01 -0.03
C -0.92 0.70 -0.04 -0.03
H 0.82 1.93 -0.19 0.23
H 2.28 -0.03 0.23 0.22
H -1.66 -1.23 0.03 0.40
H -2.02 1.08 0.17 0.23
N 0.50 -1.10 -0.05 -0.25
N -0.86 -0.69 0.02 -0.37
```

HOMO = -9.7 eV
ΔE to the lowest compared entry with this formula, charge and spin = 206.1 kJ/mol
structure (SMILES) = c1cn[nH]c1
LUMO = 1.0 eV

=====

Record 9
Below is a structure of composition C19H28FMgN2O5Sb2, with properties calculated with wB97M-V/def2-TZVPD.

XYZ file:
```
58
Properties=species:S:1:pos:R:3:nbo_charge:R:1
Mg 0.38 0.55 0.54 1.66
C -2.66 2.76 1.90 -0.95
Sb -1.88 0.77 1.92 0.84
C -1.34 0.67 3.97 -0.96
C -3.69 -0.41 1.85 -0.70
C -3.41 -1.86 2.15 -0.08
C -3.33 -2.23 3.50 -0.20
C -3.12 -3.54 3.89 -0.21
C -3.00 -4.52 2.91 -0.19
C -3.08 -4.17 1.58 -0.21
C -3.27 -2.84 1.17 -0.03
C -3.29 -2.56 -0.30 -0.74
Sb -1.32 -2.85 -1.25 1.05
C -0.15 -2.79 0.58 -1.02
C -0.98 -0.71 -1.61 -1.02
H -3.06 3.02 0.92 0.24
H -1.87 3.45 2.16 0.25
H -3.46 2.83 2.64 0.25
H -2.17 0.99 4.59 0.24
H -0.49 1.34 4.12 0.25
H -1.05 -0.34 4.23 0.25
H -4.14 -0.24 0.87 0.24
H -4.35 0.02 2.60 0.25
H -3.47 -1.46 4.26 0.21
H -3.07 -3.79 4.94 0.23
H -2.85 -5.55 3.19 0.23
H -3.00 -4.93 0.82 0.21
H -3.62 -1.56 -0.56 0.22
H -3.95 -3.27 -0.81 0.25
H -0.02 -3.79 0.98 0.25
H -0.66 -2.19 1.34 0.21
H 0.83 -2.39 0.34 0.23
H -1.08 -0.47 -2.66 0.25
H 0.05 -0.48 -1.31 0.16
H -1.70 -0.12 -1.04 0.21
C 0.32 2.54 -2.01 -0.25
O 0.74 2.07 -0.71 -0.83
H 1.00 2.19 -2.78 0.20
H 0.28 3.62 -2.02 0.20
H -0.67 2.14 -2.19 0.20
H 1.57 2.50 -0.47 0.52
F 4.70 -4.26 1.09 -0.29
C 5.05 -3.01 1.42 0.24
C 4.12 -2.14 1.83 -0.01
N 4.44 -0.84 2.16 -0.42
C 3.44 0.06 2.69 -0.34
C 2.31 0.40 1.73 0.76
O 1.49 1.30 2.06 -0.81
O 2.16 -0.25 0.64 -0.84
C 5.75 -0.38 2.11 0.79
O 6.05 0.76 2.40 -0.61
N 6.66 -1.31 1.70 -0.63
C 6.46 -2.65 1.32 0.60
O 7.36 -3.35 0.96 -0.53
H 3.08 -2.43 1.90 0.23
H 3.94 0.99 2.96 0.30
H 2.98 -0.35 3.59 0.24
H 7.62 -0.99 1.66 0.44
```

HOMO = -11.2 eV
total charge = +1
ΔE to the lowest compared entry with this formula, charge and spin = 108.3 kJ/mol
LUMO = -2.8 eV

=====

Record 10
Below is the molecule C4H5NO2, with properties calculated with wB97M-V/def2-TZVPD.

XYZ file:
```
12
Properties=species:S:1:pos:R:3:nbo_charge:R:1
C -1.74 -0.67 0.16 -0.68
C -0.62 0.26 0.03 0.15
C 0.24 1.19 0.00 0.40
O 0.46 2.48 -0.21 -0.64
N 1.09 0.21 0.53 -0.54
C 1.63 -0.83 -0.22 0.51
O 0.99 -1.60 -0.89 -0.58
H -1.60 -1.56 -0.47 0.26
H -1.87 -0.98 1.20 0.24
H -2.66 -0.16 -0.15 0.25
H 1.38 2.66 0.03 0.50
H 2.71 -1.00 -0.02 0.13
```

HOMO = -8.7 eV
ΔE to the lowest compared entry with this formula, charge and spin = 378.2 kJ/mol
structure (SMILES) = CC1=C(O)N1C=O
LUMO = 0.6 eV

=====

Record 11
Below is a cluster of 3 separate species, C2H6N2O3 in total, with properties calculated with wB97M-V/def2-TZVPD.

XYZ file:
```
13
Properties=species:S:1:pos:R:3:nbo_charge:R:1
C 1.23 0.03 0.76 -0.43
C -0.56 -1.12 -2.00 1.04
N 0.44 1.20 0.84 -0.74
N -1.50 0.22 0.59 -0.09
O -0.32 0.01 -2.00 -0.57
O -1.14 -0.95 0.38 -0.41
O -0.76 -2.24 -2.14 -0.50
H 0.15 1.66 -0.01 0.39
H -1.70 0.72 -0.30 0.27
H -0.08 1.39 1.68 0.41
H 1.76 -0.15 1.69 0.20
H 1.92 0.09 -0.08 0.20
H 0.56 -0.86 0.59 0.21
```

HOMO = -8.9 eV
ΔE to the lowest compared entry with this formula, charge and spin = 395.8 kJ/mol
structure (SMILES) = O=C=O.N=O.CN
LUMO = 0.5 eV

=====

Here are the calculated calculated total energy numbers, same order: -1494.82783, -1064.89764, -231.12851, -493.19281, -2866.45994, -4743.87962, -1062.01598, -226.14667, -2006.84096, -360.52539, -414.94487 (hartree).
Here are the calculated max |F| numbers, same order: 0.07413, 0.03042, 0.07432, 0.12845, 0.36736, 0.08300, 0.02394, 0.16424, 0.02342, 0.01143, 0.03779 (hartree/bohr).